w:
ORCA calculation (ωB97M-V with the def2-TZVPD basis set) on 2 unconnected molecules or ions with the total composition CH6N2P.

Kohn-Sham gap (alpha / beta)	5.36 / 5.20	eV
HOMO level (alpha / beta)	-0.5032 / -0.5013	Ha
charge	+1

Geometry (Å):
C1 0.938 0.241 0.261
N1 2.232 0.237 0.134
N2 0.108 0.425 -0.676
P1 -3.060 -0.019 0.414
H1 0.472 0.277 1.291
H2 2.867 0.107 0.944
H3 2.577 0.173 -0.810
H4 0.553 0.443 -1.585
H5 -3.171 -1.350 0.859
H6 -3.515 -0.534 -0.832



x:
ORCA calculation (ωB97M-V with the def2-TZVPD basis set) on 2 unconnected molecules or ions with the total composition CH6N2P.

Kohn-Sham gap (alpha / beta)	5.74 / 5.75	eV
HOMO level (alpha / beta)	-0.5160 / -0.5162	Ha
charge	+1

Geometry (Å):
C1 0.372 -0.824 -0.200
N1 0.394 -1.620 -1.258
N2 0.767 0.395 -0.108
P1 -1.116 1.578 1.888
H1 0.032 -1.210 0.704
H2 0.344 -2.612 -1.013
H3 0.709 -1.318 -2.114
H4 1.231 0.651 -0.935
H5 -2.349 2.321 1.853
H6 -0.383 2.640 1.185



Calculated relative energies: w 0.0020; x 0.0000, given in hartree



w:
ORCA calculation (ωB97M-V with the def2-TZVPD basis set) on a molecular structure, CH6N2.

Kohn-Sham gap	9.41	eV
HOMO level	-0.3069	Ha

Geometry (Å):
C1 -0.943 -0.018 0.155
N1 1.453 -0.085 0.059
N2 0.330 0.701 -0.042
H1 -0.897 -0.765 -0.669
H2 -1.180 -0.534 1.120
H3 -1.819 0.729 -0.025
H4 1.402 -0.453 0.996
H5 1.654 -0.953 -0.480
H6 -0.001 1.379 -1.116



x:
ORCA calculation (ωB97M-V with the def2-TZVPD basis set) on a single CH6N2 molecule.

Kohn-Sham gap	10.13	eV
HOMO level	-0.3319	Ha
SMILES	NCN

Geometry (Å):
N1 1.278 0.494 0.190
C1 -0.132 0.313 -0.246
N2 -1.067 -0.796 -0.065
H1 1.192 0.307 1.221
H2 1.996 -0.158 -0.215
H3 -0.823 1.118 0.127
H4 -0.206 0.479 -1.334
H5 -1.979 -0.392 -0.080
H6 -0.866 -1.113 0.886



Calculated relative energies: w 0.0750; x 0.0000, given in hartree



w:
ORCA calculation (ωB97M-V with the def2-TZVPD basis set) on 7 unconnected molecules or ions with the total composition H13O6S.

Kohn-Sham gap	7.75	eV
HOMO level	-0.1578	Ha
charge	-1

Geometry (Å):
S1 2.247 0.506 0.202
H1 2.930 0.684 1.355
H2 0.536 1.765 -0.871
H3 -0.876 2.290 -0.355
O1 -0.387 1.927 -1.124
H4 -1.494 -2.281 -0.447
H5 -1.703 -2.281 -1.964
O2 -2.151 -2.506 -1.129
H6 -2.218 0.267 0.213
H7 -1.861 1.064 1.530
O3 -2.487 0.967 0.804
H8 0.852 -1.843 1.185
H9 0.778 -1.577 -0.215
O4 0.466 -2.265 0.399
H10 -0.525 -0.260 -2.296
H11 0.905 -0.378 -2.735
O5 0.119 -0.927 -2.583
H12 0.945 2.124 2.855
H13 0.090 1.017 2.391
O6 0.118 1.672 3.101



x:
ORCA calculation (ωB97M-V with the def2-TZVPD basis set) on 7 unconnected molecules or ions with the total composition H13O6S.

Kohn-Sham gap	7.83	eV
HOMO level	-0.1670	Ha
charge	-1

Geometry (Å):
S1 -1.049 -2.137 1.846
H1 -0.005 -2.684 2.590
H2 -1.625 -0.827 0.049
H3 -2.796 -0.171 -0.664
O1 -1.821 -0.087 -0.596
H4 -1.406 1.879 -0.207
H5 -0.217 1.971 0.567
O2 -0.721 2.554 0.013
H6 -0.621 0.234 -2.066
H7 0.634 0.636 -2.752
O3 -0.275 0.820 -2.817
H8 2.584 1.020 -1.480
H9 1.954 1.806 -0.516
O4 2.866 1.679 -0.890
H10 0.031 -0.184 1.661
H11 1.312 0.430 1.608
O5 0.407 0.739 1.590
H12 1.064 -2.102 -0.052
H13 0.655 -1.028 -0.877
O6 1.446 -1.554 -0.724



Calculated relative energies: w 0.0000; x 0.0138, given in hartree



w:
ORCA calculation (ωB97M-V with the def2-TZVPD basis set) on a molecular structure, C3H4P2.

Kohn-Sham gap (alpha / beta)	8.35 / 7.38	eV
multiplicity	3
HOMO level (alpha / beta)	-0.2813 / -0.3203	Ha

Geometry (Å):
C1 -0.481 -0.199 -0.462
C2 1.341 1.109 0.494
C3 -1.366 -1.202 -0.426
P1 -0.142 1.550 -0.787
P2 0.782 -0.666 0.717
H1 2.286 1.085 -0.095
H2 1.145 1.661 1.431
H3 -2.426 -1.112 -0.892
H4 -1.139 -2.227 0.021



x:
ORCA calculation (ωB97M-V with the def2-TZVPD basis set) on a molecular structure, C3H4P2.

Kohn-Sham gap (alpha / beta)	5.63 / 6.44	eV
multiplicity	3
HOMO level (alpha / beta)	-0.1812 / -0.3330	Ha

Geometry (Å):
C1 -0.600 0.619 0.696
C2 0.435 0.803 -0.361
C3 0.003 -0.643 -0.093
P1 -1.750 -0.484 -0.135
P2 1.777 -0.403 0.023
H1 -0.361 0.876 1.626
H2 0.166 1.122 -1.705
H3 -1.833 -1.076 1.189
H4 2.162 -0.813 -1.240



Calculated relative energies: w 0.0000; x 0.2090, given in hartree



w:
ORCA calculation (ωB97M-V with the def2-TZVPD basis set) on a molecular structure, C5H7P.

Kohn-Sham gap	10.12	eV
HOMO level	-0.3450	Ha

Geometry (Å):
C1 -0.448 1.290 -0.119
C2 0.596 2.057 -0.100
C3 -1.575 0.402 0.235
C4 -0.557 -0.730 -0.137
C5 0.571 0.188 -0.738
P1 2.251 0.059 0.045
H1 -1.910 0.418 1.379
H2 -2.427 0.497 -0.357
H3 -0.185 -1.190 0.806
H4 -0.978 -1.602 -0.709
H5 0.663 0.063 -1.803
H6 2.380 -1.348 0.010
H7 1.619 -0.103 1.488



x:
ORCA calculation (ωB97M-V with the def2-TZVPD basis set) on a single C5H7P molecule.

Kohn-Sham gap	9.24	eV
HOMO level	-0.3285	Ha
SMILES	C=PCC1=CC1

Geometry (Å):
C1 1.950 1.244 -0.087
P1 2.168 -0.290 0.401
C2 0.693 -1.154 -0.317
C3 -0.607 -0.580 0.280
C4 -1.396 -0.021 1.151
C5 -1.971 -0.016 -0.253
H1 2.708 2.012 -0.013
H2 1.199 1.783 -0.596
H3 0.769 -2.307 -0.153
H4 0.714 -1.272 -1.409
H5 -1.407 0.334 2.198
H6 -2.768 -0.685 -0.354
H7 -2.052 0.951 -0.849



Calculated relative energies: w 0.0587; x 0.0000, given in hartree



w:
ORCA calculation (ωB97M-V with the def2-TZVPD basis set) on a gas-phase ion, C5H9N6O (charge +1).

Kohn-Sham gap	9.71	eV
HOMO level	-0.5055	Ha
SMILES	[H]/N=[N+](\NC)c1[nH]cnc1C(N)=O
charge	+1

Geometry (Å):
H1 -2.740 -1.732 0.575
N1 -1.740 -1.815 0.160
N2 -1.249 -0.764 -0.132
N3 -1.702 0.416 -0.287
C1 -3.116 0.636 0.029
C2 0.457 -0.873 -0.272
N4 1.039 -2.090 0.018
C3 2.334 -1.871 0.064
N5 2.617 -0.582 -0.072
C4 1.473 0.062 -0.296
C5 1.371 1.523 -0.166
N6 2.505 2.124 0.118
O1 0.296 2.215 -0.201
H2 -0.989 1.209 -0.282
H3 -3.574 -0.187 0.588
H4 -3.108 1.640 0.533
H5 -3.619 0.845 -0.989
H6 0.558 -3.007 0.002
H7 3.101 -2.569 0.151
H8 3.518 1.669 0.110
H9 2.568 3.152 0.350



x:
ORCA calculation (ωB97M-V with the def2-TZVPD basis set) on a gas-phase ion, C5H9N6O (charge +1).

Kohn-Sham gap	10.06	eV
HOMO level	-0.4933	Ha
SMILES	N[C@]12NC=N[C@@]1([NH3+])N=CNC2=O
charge	+1

Geometry (Å):
N1 -0.299 0.913 -1.720
C1 -0.297 -0.111 -0.778
N2 -1.453 -1.011 -0.446
C2 -2.005 -0.659 0.741
N3 -1.448 0.221 1.467
C3 -0.124 0.506 0.916
N4 0.137 2.002 0.707
N5 0.943 -0.039 1.712
C4 1.651 -0.929 1.250
N6 1.522 -1.560 0.061
C5 0.910 -0.964 -1.095
O1 1.362 -1.144 -2.194
H1 0.252 0.746 -2.501
H2 -1.308 1.401 -1.811
H3 -1.913 -1.489 -1.194
H4 -2.973 -1.191 1.132
H5 -0.795 2.483 1.040
H6 1.002 2.341 1.270
H7 0.333 2.200 -0.323
H8 2.334 -1.431 1.803
H9 2.166 -2.285 -0.036



Calculated relative energies: w 0.0743; x 0.0000, given in hartree